# 1
DFT (the ωB97M-V functional and the def2-TZVPD basis) results for a 2-piece molecular cluster, C8H15NO overall.

```
25
Properties=species:S:1:pos:R:3:forces:R:3
C 1.226 0.366 -1.773 -0.2429 -0.1559 -0.3431
C 1.791 0.464 -0.594 0.2817 0.0924 0.3891
C 2.131 1.207 0.608 0.0015 0.4852 0.2156
N 2.545 -0.174 0.362 0.3180 0.0482 -0.4449
C 2.077 -1.269 1.173 -0.2654 -0.2600 0.2732
H 1.229 -0.559 -2.323 0.0252 -0.2239 -0.0693
H 0.766 1.217 -2.246 -0.0629 0.1867 0.0200
H 1.342 1.386 1.334 -0.1022 -0.0974 0.0020
H 2.929 1.939 0.611 0.0414 0.0316 -0.0124
H 2.092 -2.180 0.574 0.0169 -0.0243 0.0583
H 2.759 -1.389 2.015 -0.0266 -0.0730 -0.0354
H 1.063 -1.104 1.554 0.0693 -0.0420 -0.0557
C -1.591 -1.870 -0.401 -0.1152 0.1932 -0.0096
C -2.032 -0.421 -0.563 0.2077 -0.5142 0.2062
C -1.481 0.480 0.518 -0.2457 0.2985 -0.4985
C -1.641 1.954 0.245 0.0723 0.0286 0.3360
O -0.946 0.063 1.516 0.0571 -0.0733 0.2081
H -2.072 -2.501 -1.143 -0.0162 -0.0784 -0.0589
H -0.514 -1.946 -0.519 0.0983 -0.0583 0.0138
H -1.851 -2.231 0.591 0.0190 -0.0791 0.0499
H -3.123 -0.352 -0.514 -0.0398 0.1300 -0.0598
H -1.722 -0.029 -1.533 -0.0723 0.1189 -0.0095
H -1.600 2.519 1.173 0.0017 0.0172 0.0411
H -0.808 2.269 -0.383 0.0547 0.0140 -0.1203
H -2.568 2.161 -0.282 -0.0756 0.0355 -0.0961
```
Forces are in eV/Å.

- relative energy (zero: lowest compared OMol25 entry of this formula, charge and spin) (kcal/mol) = 65.39
- SMILES = C=C1CN1C.CCC(C)=O
- lowest unoccupied orbital energy (Ha) = 0.0340
- largest force on an atom (eV Å⁻¹) = 0.631
- HOMO (eV) = -8.6
- M (g mol⁻¹) = 141.2
- net charge = 0
- gap between HOMO and LUMO (eV) = 9.51

# 2
DFT (the ωB97M-V functional and the def2-TZVPD basis) results for one molecule with the formula C8H15NO2S2 in a non-equilibrium geometry.

```
28
Properties=species:S:1:pos:R:3:forces:R:3
C 0.109 2.494 1.827 -0.1849 -0.6698 0.2825
C -0.635 3.363 1.172 -0.5843 -2.9777 -2.6641
C 0.400 1.000 1.469 -0.3341 -0.0066 1.5182
C -0.409 0.227 0.540 -1.2122 1.3326 0.6533
C 0.600 -2.784 -1.541 3.5132 0.0676 2.8527
C 0.648 0.588 -1.546 0.2033 -0.5610 -2.3185
C 0.609 -1.731 -0.395 -2.0632 -1.9562 -0.5836
C -0.143 -0.373 -0.725 2.5483 -0.6723 -0.3442
N -2.478 0.916 1.818 -1.0650 0.0628 -1.9761
O -2.570 -1.244 0.529 -0.9413 -1.2026 -1.9104
O -1.344 -1.142 2.616 0.8541 -0.3110 0.7482
S -1.531 3.162 -0.311 0.3805 -1.1729 0.6547
S -1.759 -0.520 1.409 -1.9646 2.2733 1.6015
H 0.654 2.869 2.670 0.3515 -0.2204 0.4725
H -0.626 4.332 1.457 0.1103 3.1051 1.3113
H 1.440 1.125 1.180 0.2723 -0.9374 -0.0750
H 0.170 0.340 2.423 1.3911 1.5967 -1.1682
H 0.839 -2.287 -2.372 1.1232 1.5221 -3.7620
H -0.265 -3.255 -1.678 -4.1314 -1.3081 -0.2896
H 1.276 -3.686 -1.431 -0.0857 1.4422 0.3716
H 1.689 0.526 -1.456 1.7661 0.1711 1.2976
H 0.249 1.536 -1.342 -0.0597 1.6452 0.2090
H 0.670 0.513 -2.647 -1.0887 -0.6030 0.2090
H 0.069 -2.373 0.323 0.5593 1.2407 0.9205
H 1.540 -1.342 -0.147 2.0035 -0.3846 0.9430
H -0.963 -0.719 -1.225 -2.7680 -0.3736 -0.9751
H -3.236 1.250 1.193 1.3597 -0.4933 -0.5638
H -2.944 1.058 2.662 0.0466 -0.6089 2.5851
```
Forces are in eV/Å.

- relative energy (zero: lowest compared OMol25 entry of this formula, charge and spin) (kcal/mol) = 114.33
- lowest unoccupied orbital energy (spin up / spin down) (Ha) = -0.0863 / -0.0863
- largest force on an atom (eV Å⁻¹) = 4.526
- HOMO (spin up / spin down) (eV) = -7.7 / -7.7
- M (g mol⁻¹) = 221.3
- net charge = 0
- gap between HOMO and LUMO (spin up / spin down) (eV) = 5.31 / 5.32

# 3
DFT (the ωB97M-V functional and the def2-TZVPD basis) results for a 2-piece molecular cluster, C8H15NO4S overall in a non-equilibrium geometry.

```
29
Properties=species:S:1:pos:R:3:forces:R:3
C 1.829 -1.361 -0.947 0.1073 0.1706 -3.4724
C 1.824 -0.068 -1.358 0.2867 -0.9881 -0.7456
C 1.715 0.880 -0.379 -1.5923 3.7480 3.1441
C 1.534 0.307 -2.796 -0.9824 2.5354 0.0613
C 0.883 -0.511 2.201 -3.0816 -1.3484 -0.6204
C -1.781 -0.323 2.306 3.9453 -3.3182 -1.2293
C -0.432 0.082 1.650 -0.2063 3.2393 -1.8990
C -0.424 -0.004 0.093 -0.4812 0.1200 1.8308
N -0.549 -1.200 -0.567 0.7125 -0.3175 -0.4172
O -1.353 0.701 -2.128 -0.7918 -1.2577 -2.9313
O 1.929 1.821 0.342 -0.0189 -3.2465 -2.6577
O -0.804 2.512 -0.610 -0.7153 -1.7038 0.1277
O -2.832 1.188 -0.232 -0.4580 -0.2384 0.1265
S -1.313 1.146 -0.803 0.6051 5.2131 2.7188
H 1.929 -2.135 -1.722 -0.1512 0.3110 0.6061
H 1.859 -1.601 0.037 0.3808 -0.8785 2.6051
H 2.460 0.734 -3.159 0.1774 -0.0082 -0.6648
H 1.223 -0.562 -3.379 0.0419 0.1894 0.1661
H 0.723 1.183 -2.894 1.8007 -2.2069 0.2970
H 0.824 -1.633 2.195 0.5006 1.0056 -0.2444
H 1.702 -0.033 1.773 1.4539 0.0806 -0.8833
H 0.864 -0.194 3.174 0.3082 0.3609 2.8624
H -1.829 -1.438 2.314 -0.3513 0.7672 0.3640
H -2.512 0.070 1.754 -2.9652 1.0665 -2.5603
H -1.939 0.120 3.207 0.1433 0.7777 3.1602
H -0.441 1.278 1.705 0.5867 -2.3291 0.4854
H -3.267 2.066 -0.144 0.9917 -0.5020 -0.3137
H -0.932 -0.982 -1.472 0.0184 -0.8701 -0.5798
H -0.892 -2.041 -0.164 -0.2650 -0.3720 0.6638
```
Forces are in eV/Å.

- relative energy (zero: lowest compared OMol25 entry of this formula, charge and spin) (kcal/mol) = 125.88
- lowest unoccupied orbital energy (spin up / spin down) (Ha) = 0.0196 / 0.0196
- largest force on an atom (eV Å⁻¹) = 5.911
- HOMO (spin up / spin down) (eV) = -7.6 / -7.6
- M (g mol⁻¹) = 221.3
- net charge = 0
- gap between HOMO and LUMO (spin up / spin down) (eV) = 8.14 / 8.14

# 4
DFT (the ωB97M-V functional and the def2-TZVPD basis) results for one molecule with the formula C8H15NO5S in a non-equilibrium geometry.

```
30
Properties=species:S:1:pos:R:3:forces:R:3
C 0.735 0.148 0.014 2.4550 -1.4599 -0.0815
C 3.818 2.366 -0.369 -1.3509 -2.4812 3.3457
C 1.851 0.940 -0.559 -3.0738 -1.5485 -1.4648
C -2.163 -0.317 0.693 -0.4741 1.6343 -1.1072
C -2.476 0.295 -1.727 3.4123 -1.2548 0.5874
C -1.317 -1.972 -0.810 2.7161 1.3220 1.4664
C 2.903 1.077 1.629 -0.2857 -0.4610 1.2961
C -1.543 -0.479 -0.701 -0.8237 -1.1288 0.8155
N 2.859 1.357 0.194 3.6647 0.2413 0.6156
O 0.810 -0.598 0.993 -0.5702 0.8290 0.2241
O 1.919 3.683 1.767 -0.4070 2.2414 -1.1900
O 0.701 3.120 -0.264 -0.2758 1.6903 0.1600
O 3.088 3.462 -0.556 -1.6387 4.8376 -1.5248
O -0.219 0.051 -0.869 -1.5486 1.9321 -1.7479
S 1.643 4.083 0.381 1.4134 -4.0208 0.6061
H 4.635 2.505 0.395 -0.3887 -0.4038 -1.1153
H 4.046 2.066 -1.385 0.8311 -0.2864 -0.1698
H 1.813 1.115 -1.655 0.1663 0.1797 1.1376
H -2.082 0.750 0.894 -0.0115 0.0876 0.7766
H -3.240 -0.510 0.559 0.3810 -0.1496 0.2463
H -1.742 -0.938 1.459 0.2961 -0.0891 0.2548
H -2.135 0.160 -2.760 0.0890 0.2935 0.2671
H -2.426 1.305 -1.379 -0.1769 0.8324 -0.2460
H -3.426 -0.096 -1.642 -2.1680 -0.7111 0.2006
H -0.380 -2.166 -0.179 -1.1700 0.1806 -1.1483
H -2.010 -2.572 -0.358 -2.3759 -1.3250 0.9047
H -1.168 -2.238 -1.784 0.5836 -1.0558 -2.6310
H 2.281 1.946 1.994 0.6763 -2.1072 0.6396
H 2.438 0.000 1.865 1.3386 2.7378 -0.4899
H 3.957 1.264 2.023 -1.2840 -0.5568 -0.6276
```
Forces are in eV/Å.

- relative energy (zero: lowest compared OMol25 entry of this formula, charge and spin) (kcal/mol) = 26.86
- 2S+1 = 3
- lowest unoccupied orbital energy (spin up / spin down) (Ha) = 0.0154 / -0.1567
- ⟨S²⟩ = 2.019
- largest force on an atom (eV Å⁻¹) = 5.330
- HOMO (spin up / spin down) (eV) = -6.6 / -9.5
- M (g mol⁻¹) = 237.3
- net charge = 0
- gap between HOMO and LUMO (spin up / spin down) (eV) = 7.04 / 5.27

# 5
DFT (the ωB97M-V functional and the def2-TZVPD basis) results for one molecule with the formula C8H16 in a non-equilibrium geometry.

```
24
Properties=species:S:1:pos:R:3:forces:R:3
C -1.248 -3.783 -0.134 2.1964 0.2067 -3.5183
C -0.833 -2.350 0.121 -0.0861 2.3211 -1.1680
C -1.035 -1.272 -0.753 -0.5599 -5.1824 1.5744
C -1.089 0.143 -0.299 -3.4135 1.0010 -1.5954
C -0.281 0.499 0.907 1.4608 2.5164 -0.1413
C 1.240 0.702 0.578 0.5433 0.6905 3.1452
C 1.536 1.829 -0.328 0.0071 0.4629 -3.9458
C 1.156 3.262 0.008 -0.0201 0.7596 0.2461
H -1.964 -4.190 0.533 -0.5573 -0.2437 0.7888
H -1.636 -3.898 -1.230 0.3533 0.3198 1.9359
H -0.298 -4.395 -0.165 -1.0854 0.1930 0.4461
H -0.283 -2.155 1.057 -0.6691 -0.2790 -0.2131
H -1.398 -1.754 -1.731 0.1438 1.8918 1.0652
H -0.979 0.753 -1.198 0.5116 0.4468 0.2669
H -2.276 0.377 -0.079 2.6825 -0.7152 -0.2735
H -0.544 1.552 1.291 -0.5002 -2.0267 0.0755
H -0.412 -0.381 1.523 0.0492 0.7289 1.1594
H 1.928 0.906 1.478 -1.4993 -0.6433 -0.4752
H 1.528 -0.234 0.228 1.1184 -1.4900 -1.1489
H 2.555 1.961 -0.791 -0.3693 -0.9979 1.2733
H 1.015 1.516 -1.260 -0.0671 0.6671 0.0861
H 1.710 3.918 -0.727 -0.8220 -0.4777 0.8822
H 0.057 3.496 -0.058 1.0728 -0.2404 0.2269
H 1.551 3.498 1.029 -0.4902 0.0906 -0.6923
```
Forces are in eV/Å.

- relative energy (zero: lowest compared OMol25 entry of this formula, charge and spin) (kcal/mol) = 46.51
- SMILES = C/C=C/CCCCC
- lowest unoccupied orbital energy (Ha) = 0.0394
- largest force on an atom (eV Å⁻¹) = 5.445
- HOMO (eV) = -8.7
- M (g mol⁻¹) = 112.2
- net charge = 0
- gap between HOMO and LUMO (eV) = 9.76

# 6
DFT (the ωB97M-V functional and the def2-TZVPD basis) results for C8H16 as an isolated structure in a non-equilibrium geometry.

```
24
Properties=species:S:1:pos:R:3:forces:R:3
C -1.806 -0.662 1.247 2.4285 -0.4562 1.2925
C -1.438 -0.457 -0.246 -4.8269 1.1050 -4.1382
C -1.828 1.100 -0.671 1.7714 1.3986 -1.6949
C 0.002 -0.557 -0.794 1.6285 -0.7974 3.6489
C 0.585 -1.537 -1.442 2.8129 0.2248 0.1543
C 0.825 0.155 0.264 1.9481 2.5664 -3.1432
C 1.869 -0.712 0.901 0.5864 1.1862 3.1125
C 1.755 1.426 -0.271 -2.4625 2.5432 2.7039
H -2.215 -1.884 1.413 0.7587 4.1832 -0.0784
H -0.507 -0.594 1.793 -4.8975 -0.2771 -0.5473
H -2.726 0.679 1.561 2.4697 -4.2019 -0.3317
H -2.363 -1.164 -0.825 3.0909 1.9697 1.0671
H -2.902 1.362 -0.592 0.5827 -0.4277 0.1424
H -1.211 1.948 -0.133 -1.2193 -1.9087 -0.2790
H -1.478 1.407 -1.793 -1.0169 -1.3270 2.2964
H -0.066 -1.983 -2.005 -3.6889 -3.4561 -3.2833
H 1.607 -2.025 -1.606 -1.0955 1.8786 0.7250
H -0.105 0.525 0.725 2.4365 0.8512 1.7174
H 2.813 -1.051 0.305 -1.6734 1.5039 0.8866
H 1.453 -1.663 1.207 -0.1894 -0.2148 0.6379
H 2.041 0.061 1.873 0.6856 -2.7783 -2.1268
H 2.811 1.239 -0.576 -1.0934 -0.1019 0.2329
H 1.109 1.895 -1.024 0.8422 0.0928 -0.2535
H 1.774 2.494 0.691 0.1214 -3.5561 -2.7415
```
Forces are in eV/Å.

- relative energy (zero: lowest compared OMol25 entry of this formula, charge and spin) (kcal/mol) = 230.20
- lowest unoccupied orbital energy (Ha) = 0.0205
- largest force on an atom (eV Å⁻¹) = 6.453
- HOMO (eV) = -9.2
- M (g mol⁻¹) = 112.2
- net charge = 0
- gap between HOMO and LUMO (eV) = 9.75

# 7
DFT (the ωB97M-V functional and the def2-TZVPD basis) results for a 2-piece molecular cluster, C8H16 overall in a non-equilibrium geometry.

```
24
Properties=species:S:1:pos:R:3:forces:R:3
C -8.667 -2.944 -2.884 0.8806 0.8151 -0.9312
C -7.962 -2.846 -4.036 -1.2154 -1.0386 0.5711
C -6.882 -1.835 -4.367 -0.5364 -0.3541 0.1145
C -5.636 -2.035 -3.476 -0.0531 0.5842 -0.0234
H -9.442 -3.692 -2.683 0.4432 0.3052 -0.2733
H -8.484 -2.181 -2.119 -0.1272 -0.3921 0.0245
H -8.213 -3.576 -4.817 0.2315 0.1786 0.2222
H -7.359 -0.846 -4.222 0.6169 -0.2120 -0.0049
H -6.630 -1.933 -5.440 -0.0417 0.1744 0.5593
H -5.950 -2.144 -2.425 0.2099 0.0518 -0.3967
H -4.999 -1.139 -3.562 -0.0400 -0.4117 0.1214
H -5.040 -2.919 -3.759 -0.3687 0.3151 0.0532
C -8.118 -0.760 1.272 0.1669 0.6817 -0.8482
C -7.811 0.110 0.283 -0.4056 -0.9346 1.5951
C -6.663 1.094 0.285 1.0697 -0.4914 -0.1447
C -5.673 1.040 1.546 -1.7432 -0.2465 -0.5696
H -8.989 -1.419 1.175 0.4258 0.2294 0.0676
H -7.525 -0.832 2.191 -0.2977 0.0426 -0.3841
H -8.460 0.115 -0.603 0.3268 0.1384 0.2562
H -7.117 2.070 0.025 0.6683 -0.1675 0.3633
H -6.068 0.758 -0.587 -0.0737 0.5582 0.0984
H -5.492 -0.037 1.705 0.1262 0.4684 0.1474
H -6.230 1.434 2.413 0.3800 -0.2242 -0.1383
H -4.700 1.556 1.489 -0.6431 -0.0704 -0.4798
```
Forces are in eV/Å.

- relative energy (zero: lowest compared OMol25 entry of this formula, charge and spin) (kcal/mol) = 34.06
- SMILES = C=CCC.C=CCC
- lowest unoccupied orbital energy (Ha) = 0.0376
- largest force on an atom (eV Å⁻¹) = 1.893
- HOMO (eV) = -9.5
- M (g mol⁻¹) = 112.2
- net charge = 0
- gap between HOMO and LUMO (eV) = 10.49

# 8
DFT (the ωB97M-V functional and the def2-TZVPD basis) results for C8H16B2F8LiO2 as an isolated structure in a non-equilibrium geometry.

```
37
Properties=species:S:1:pos:R:3:forces:R:3
Li 5.631 10.289 19.464 0.6162 0.3697 -0.3505
B 7.102 12.938 19.279 0.4032 0.6934 0.4377
F 8.221 13.488 19.938 -0.1440 -0.2355 -0.1931
F 7.086 13.366 17.943 -0.1937 -0.0727 -0.0624
F 7.204 11.514 19.299 -0.1658 -0.5087 0.1076
F 5.936 13.315 19.958 0.0379 -0.1058 -0.3452
B 3.998 10.210 21.312 -1.6153 1.1159 1.5879
F 3.396 9.642 20.155 0.2824 -0.0875 0.0574
F 3.933 11.609 21.270 -0.0743 -0.2888 -0.5454
F 3.339 9.811 22.501 0.3818 -0.4523 -0.7479
F 5.343 9.849 21.317 0.8775 -0.6227 -0.2835
C 5.400 6.665 19.273 -0.0489 -1.7070 -0.9276
C 6.755 6.808 19.987 -0.5446 -0.0870 -0.0481
C 7.460 7.858 19.141 0.5174 -0.5626 -0.4198
O 6.419 8.625 18.561 -0.2294 1.0840 -0.1698
C 5.343 7.762 18.189 -0.1634 -0.4517 1.5836
H 4.521 6.612 19.914 0.1452 0.6096 0.2214
H 5.401 5.670 18.802 -0.0748 0.1912 -0.1628
H 7.256 5.840 19.964 0.2351 0.1500 0.2166
H 6.582 7.116 21.017 0.3121 0.1825 -0.0186
H 8.048 7.425 18.317 -0.2409 -0.3965 0.0294
H 8.208 8.453 19.662 -0.6032 0.5423 0.2052
H 5.435 7.391 17.168 0.2863 -0.0365 -0.0521
H 4.383 8.260 18.315 0.2240 0.5447 -0.3218
C 3.619 10.943 15.794 -0.2357 -0.4950 -0.4861
C 3.051 12.043 16.672 -0.6205 0.2090 -0.1093
C 3.807 11.869 18.004 -0.3565 -0.4778 -0.7987
O 4.883 10.925 17.697 -0.3841 0.0978 0.6686
C 5.041 10.853 16.302 -0.0012 0.0654 -0.8462
H 3.439 11.065 14.722 0.5342 0.4813 -0.0021
H 3.140 9.971 15.972 -0.1058 0.1837 0.4869
H 1.968 11.896 16.719 0.0726 0.1268 0.5418
H 3.183 13.051 16.272 0.3075 -0.1547 -0.2298
H 3.136 11.390 18.707 0.3138 0.0476 0.4034
H 4.256 12.773 18.404 -0.1095 0.0589 0.0389
H 5.510 9.915 16.003 0.2067 0.0230 0.3602
H 5.633 11.694 15.921 0.1579 -0.0338 0.1740
```
Forces are in eV/Å.

- relative energy (zero: lowest compared OMol25 entry of this formula, charge and spin) (kcal/mol) = 0.00
- lowest unoccupied orbital energy (Ha) = 0.0966
- largest force on an atom (eV Å⁻¹) = 2.525
- HOMO (eV) = -7.3
- M (g mol⁻¹) = 324.8
- net charge = -1
- gap between HOMO and LUMO (eV) = 9.91